C7H14 | wB97M-V/def2-TZVPD

The gap between HOMO and LUMO (spin up / spin down) is 11.13 / 7.31 eV. Its net charge is +1. The spin multiplicity is 2. The calculation puts the HOMO energy (spin up / spin down) at -15.59 / -15.65 eV. The calculation puts the total energy at -274.75117 hartree. The energy above the lowest of the compared OMol25 structures with the same formula, charge and spin is 56.7 kJ/mol.

Atoms and positions in Å:
1 C -2.643 -0.925 -0.983
2 C -1.468 0.031 -1.115
3 C -0.141 -0.687 -0.995
4 C 0.927 -0.178 -0.046
5 C 2.036 -0.958 0.183
6 C 0.590 1.007 0.824
7 C 1.696 1.460 1.795
8 H -2.601 -1.757 -1.678
9 H -2.794 -1.242 0.051
10 H -3.587 -0.406 -1.168
11 H -1.497 0.880 -0.429
12 H -1.518 0.529 -2.086
13 H 0.370 -0.729 -1.966
14 H -0.169 -1.722 -0.605
15 H 2.034 -1.901 -0.363
16 H 2.831 -0.809 0.897
17 H 0.253 1.814 0.165
18 H -0.294 0.798 1.437
19 H 1.687 2.547 1.835
20 H 2.692 1.186 1.446
21 H 1.593 1.062 2.801